C5H14N2 | ωB97M-V with the def2-TZVPD basis set

Output
- LUMO (eV) = 1.0
- energy relative to the best compared isomer or geometry (same formula, charge and spin) (kcal/mol) = 28.9
- max |F| (Eh/bohr) = 0.0690
- frontier orbital gap (eV) = 10.14
- structure (SMILES) = [H]/N=C(/C)CN.CC
- HOMO (eV) = -9.19

Atoms and positions in Å:
H: -0.6896 -0.8630 1.7121
N: -0.9046 0.1000 1.4535
C: -1.0298 0.3098 0.2118
C: -1.4029 1.6876 -0.2443
C: -1.5197 -0.8593 -0.8144
N: -1.3274 -2.1987 -0.3322
H: -0.8652 1.9284 -1.1603
H: -1.1487 2.4175 0.5198
H: -2.4704 1.7523 -0.4490
H: -1.0195 -0.7313 -1.7780
H: -2.5880 -0.6920 -0.9762
H: -0.3487 -2.3869 -0.1424
H: -1.8502 -2.3557 0.5238
C: 1.9719 0.2372 -0.5462
C: 2.3530 0.2193 0.9235
H: 1.9691 1.2516 -0.9412
H: 2.6935 -0.3252 -1.1376
H: 0.8718 -0.1451 -0.7269
H: 2.3635 -0.8020 1.3042
H: 3.3236 0.6837 1.0923
H: 1.6183 0.7718 1.5076

These are the natural (NBO) partial charges, in e, on atoms 1 to 8: 0.33, -0.65, 0.31, -0.68, -0.29, -0.82, 0.22, 0.23